The following is a quantum chemistry calculation of 8 unconnected molecules or ions with the total composition C54H49N2O18, from the Open Molecules 2025 dataset.

Cartesian coordinates (Å):
O -8.476 4.374 1.603
O -7.061 -10.496 -1.227
O 3.366 0.120 -2.213
O -3.359 -7.720 1.344
O -0.670 5.957 -1.766
O 1.090 -4.147 -4.363
O 0.234 3.810 3.663
O -5.142 1.579 -1.408
O -0.697 -0.765 -2.459
O 2.029 -0.184 7.179
O 6.341 -0.672 10.211
O 4.047 -1.713 2.422
O -4.264 3.623 -4.877
O -0.459 2.848 1.681
O 3.315 0.331 -6.897
O 7.414 3.668 -6.581
O -3.539 -5.162 -1.692
O -1.675 1.672 -0.217
N 2.930 0.677 2.991
N 2.076 1.899 4.817
C -3.099 3.597 -2.831
C -7.718 3.734 0.912
C 6.478 2.906 -6.656
C -1.448 0.775 0.849
C 5.830 2.597 -7.957
C -3.223 -3.206 -2.972
C 5.356 -0.561 9.522
C 4.903 1.401 -5.522
C -3.445 4.158 -4.162
C -4.794 -9.586 1.343
C 1.613 -3.169 -3.884
C 3.020 -0.301 7.877
C -1.735 -3.833 -1.008
C 4.801 1.758 -8.034
C -6.215 -9.859 -0.641
C 4.156 -1.160 7.464
C -0.742 1.510 2.020
C 3.167 1.510 0.837
C 2.393 1.836 3.459
C 2.477 3.782 0.189
C 2.618 2.730 1.248
C -1.349 -1.778 -2.293
C 2.398 -3.266 -2.620
C -8.061 3.372 -0.488
C 1.488 4.119 3.094
C -5.565 2.578 0.675
C -1.019 -2.731 -1.202
C -2.894 -4.156 -1.881
C 2.974 -2.574 2.800
C -5.724 -10.282 0.697
C -2.199 4.191 -2.050
C -7.224 2.668 -1.245
C 3.130 0.415 9.169
C 5.931 2.240 -5.445
C -4.694 -7.930 -0.584
C 5.240 -1.282 8.224
C 3.769 -0.895 1.321
C -2.505 -2.103 -3.163
C -6.400 3.282 1.433
C 4.213 0.296 9.933
C 2.966 -2.186 -2.093
C -1.498 5.425 -2.479
C 2.190 2.880 2.585
C 1.496 -1.829 -4.518
C -5.913 2.216 -0.721
C -4.208 -8.356 0.752
C -2.747 5.400 -4.589
C 3.283 0.472 1.717
C -1.843 5.986 -3.809
C -5.626 -8.629 -1.227
C 2.062 -0.754 -3.977
C 4.256 1.095 -6.824
C -0.747 3.804 2.659
C 2.841 -0.854 -2.726
H 6.419 2.481 -4.509
H 2.972 -1.326 0.707
H -1.708 3.626 3.143
H 4.642 -0.778 0.681
H 6.083 -1.903 7.948
H -1.383 1.243 -1.026
H -9.023 3.715 -0.846
H 4.317 0.809 10.880
H -4.420 -9.874 2.318
H -6.169 -11.182 1.105
H 1.910 4.652 0.487
H 0.925 -1.782 -5.436
H 1.961 3.342 -0.665
H -4.248 -7.029 -0.987
H 0.194 0.981 2.228
H 2.868 2.168 5.389
H 2.003 -2.092 2.668
H -0.170 -2.473 -0.580
H 1.693 1.029 5.174
H 2.108 4.616 3.840
H -6.172 3.560 2.455
H -1.928 3.795 -1.078
H 3.556 -2.216 -1.187
H -4.598 2.237 1.025
H -4.073 -3.463 -3.591
H -0.808 -0.027 0.478
H 3.472 1.357 -0.191
H -2.384 0.325 1.186
H -1.522 -4.544 -0.219
H 3.102 -2.818 3.852
H 3.064 -0.082 3.649
H -3.613 2.691 -2.537
H -1.346 1.466 2.928
H 4.048 -1.680 6.520
H 1.338 4.809 2.270
H 2.471 -4.249 -2.173
H -1.319 6.888 -4.099
H 3.467 4.083 -0.152
H -2.725 -1.393 -3.950
H -0.775 4.763 2.137
H -3.018 5.789 -5.562
H 1.986 0.228 -4.424
H 6.245 3.093 -8.825
H -5.999 -8.342 -2.202
H 2.284 1.031 9.447
H -7.449 2.393 -2.268
H 3.005 -3.497 2.221
H 4.492 0.909 -4.648
H 4.314 1.517 -8.969

Summary:
net charge = +1
relative energy (zero: lowest compared OMol25 entry of this formula, charge and spin) = 0.000 eV
Kohn-Sham gap = 7.5 eV

Atomic partial charges in e from the Löwdin method, atoms 1 to 8:
1. O 0.12
2. O 0.11
3. O 0.07
4. O 0.09
5. O 0.09
6. O 0.13
7. O -0.07
8. O 0.08

The following is a quantum chemistry calculation of a molecular structure, C54H50BiN2O5P2Si, from the Open Molecules 2025 dataset.

Cartesian coordinates (Å):
Bi 1.611 -0.851 0.393
P -0.709 -0.755 2.425
P -0.479 -3.394 1.563
Si 0.975 1.558 -0.575
O 0.214 -0.377 -2.379
O 3.940 0.909 3.646
O 2.225 0.117 2.424
O 2.692 -1.463 -1.985
O 4.658 -1.222 -3.107
N -1.416 -1.802 1.246
N 3.931 -0.290 0.248
C 2.961 3.147 0.843
C -3.324 -5.716 3.194
C -3.966 -6.224 2.076
C 0.156 2.216 -5.576
C -2.472 -1.373 4.408
C 1.097 4.468 2.430
C 1.612 2.825 0.733
C -0.684 -2.808 5.959
C 3.529 3.079 -3.552
C -2.922 -2.068 5.528
C -1.154 -1.542 3.989
C 0.989 -5.093 0.063
C 6.557 0.349 0.288
C -1.051 2.127 -4.672
C -2.024 3.126 -4.719
C -2.951 2.524 1.665
C -2.416 -5.094 0.641
C 1.356 -4.967 -2.299
C -2.754 3.243 2.821
C 3.894 -1.143 -2.024
C 0.295 -3.880 0.005
C 0.062 -3.267 -1.207
C -2.481 0.912 -3.063
C -1.934 2.779 3.837
C -3.397 1.956 -3.168
C 1.582 4.472 -3.352
C -1.460 0.855 2.461
C 4.634 -0.502 -0.884
C -2.861 -1.839 1.109
C 2.443 4.751 2.555
C 1.741 2.436 -2.073
C 5.993 -0.165 -0.889
C -2.223 -4.909 3.048
C -1.773 -4.587 1.769
C -3.513 -5.916 0.815
C 1.547 -5.617 -1.090
C 3.473 0.419 2.586
C 0.623 -3.795 -2.368
C 2.981 2.173 -2.640
C 0.700 3.529 1.491
C 3.379 4.078 1.801
C -0.224 -2.185 4.799
C -4.199 4.205 -3.990
C -1.248 1.032 -3.749
C -1.309 1.552 3.661
C 1.029 3.563 -2.464
C -0.136 0.115 -3.498
C -2.836 -0.303 -2.236
C 4.422 0.229 1.407
C -2.288 1.344 1.444
C 5.795 0.554 1.434
C 2.831 4.214 -3.892
C -3.199 3.081 -3.960
C -2.031 -2.784 6.287
H -3.974 -2.035 5.776
H -0.711 1.107 4.449
H 4.231 -1.649 -3.887
H 1.781 -5.375 -3.197
H 3.536 1.278 -2.363
H -4.818 -6.869 2.193
H 2.145 -6.515 -1.043
H -5.074 3.941 -4.573
H 0.501 -3.242 -3.297
H 0.057 1.525 -6.421
H -3.291 -0.836 0.993
H -2.095 -0.499 -1.447
H -1.795 3.363 4.743
H -3.820 -0.168 -1.798
H -3.348 -2.288 1.976
H -3.135 -0.706 3.870
H 0.022 3.750 -2.090
H 4.506 2.878 -3.985
H 7.613 0.609 0.319
H 1.032 -5.648 0.992
H 1.087 1.936 -5.071
H 0.472 -0.145 -4.374
H 2.761 5.529 3.239
H 6.217 0.930 2.358
H 6.646 -0.309 -1.742
H 0.259 3.210 -5.995
H -1.905 3.968 -5.377
H -4.559 4.428 -3.002
H -3.165 -2.388 0.213
H 0.372 4.967 3.056
H 1.062 5.394 -3.594
H -0.473 1.829 -0.642
H -3.640 2.893 0.917
H -3.215 4.218 2.914
H -1.697 -4.542 3.915
H -2.340 0.838 0.488
H -3.747 5.103 -4.404
H 0.030 -3.364 6.570
H -0.346 3.341 1.358
H -2.863 -1.207 -2.840
H 3.249 4.919 -4.599
H -2.382 -3.279 7.179
H -4.320 1.880 -2.610
H 3.696 2.688 0.195
H -3.688 -5.928 4.178
H -4.009 -6.346 -0.052
H -2.053 -4.864 -0.356
H 0.823 -2.208 4.502
H 4.433 4.265 1.949
H -0.562 -2.387 -1.266

Summary:
net charge = +1
Kohn-Sham gap = 6.4 eV

Atomic partial charges in e from the Löwdin method, atoms 1 to 8:
1. Bi 1.65
2. P 0.89
3. P 1.01
4. Si 0.63
5. O -0.16
6. O 0.05
7. O -0.27
8. O -0.04

no.,E_LUMO (eV),largest force on an atom (eV/Å),HOMO level (eV)
1,-3.8278,0.57,-11.280
2,-3.4003,3.58,-9.815